Molecular formula: C74H172N6O22
Method: DFT, the ωB97M-V functional and the def2-TZVPD basis

Results
LUMO energy   0.35 eV
Multiplicity   1
Highest occupied orbital energy   -8.13 eV

```
274
Properties=species:S:1:pos:R:3:forces:R:3:lowdin_charge:R:1
C 0.382019 7.770385 4.575681 0.46 -0.59 1.44 -0.067
C -0.257974 8.350728 3.321190 -0.24 -0.88 0.00 -0.479
C 0.871317 9.043718 2.506844 -1.43 -0.64 1.09 -0.149
C 0.340966 9.428200 1.185534 -0.70 0.81 -2.59 -0.194
C -0.261109 8.249486 0.347646 -0.82 0.87 2.02 -0.109
C -1.294614 7.409605 1.153258 -0.39 -0.28 -1.10 -0.481
N -0.741112 7.138515 2.515960 0.45 1.34 -0.55 -0.077
O -1.746558 6.463156 3.249816 0.41 -1.08 0.22 -0.072
C -2.717128 8.073397 1.146265 1.90 -0.45 2.36 -0.025
C -1.485147 6.022522 0.459157 -1.06 0.54 -0.87 -0.046
C -1.442596 9.285110 3.749996 1.00 0.45 -0.45 -0.019
H 1.135644 6.935870 4.444666 -0.82 0.89 -0.55 0.072
H -0.419727 7.321201 5.220129 0.76 0.65 -0.28 0.087
H 0.961328 8.570301 5.119380 -0.86 -0.64 -0.28 0.098
H 1.293686 9.861068 3.115690 -0.19 -0.18 -0.41 0.130
H 1.618920 8.285429 2.355592 0.64 -0.34 0.08 0.106
H 1.142719 9.805063 0.540519 0.04 0.25 0.17 0.110
H -0.411951 10.233983 1.198462 0.26 -0.15 0.40 0.112
H 0.556305 7.630547 0.127308 1.18 -1.16 -0.57 0.077
H -0.684834 8.633185 -0.586279 -0.07 -0.15 0.21 0.125
H -2.595518 9.117015 1.337735 -0.31 0.75 -0.37 0.047
H -3.284743 7.878028 0.296925 -0.70 -0.27 -1.71 0.059
H -3.237744 7.652044 2.008275 -0.18 0.04 -0.10 0.083
H -2.473111 5.626650 0.848403 1.35 -0.12 -0.48 0.094
H -1.606466 6.161712 -0.679791 0.14 -0.10 1.66 0.108
H -0.630976 5.345700 0.617197 -0.40 0.13 0.17 0.060
H -1.952250 9.691936 2.860516 0.71 0.45 0.63 0.049
H -1.060827 10.094527 4.459780 -0.74 -1.05 -0.96 0.111
H -2.229493 8.674751 4.172635 0.08 -0.13 0.69 0.071
H -1.381892 5.536807 3.285610 -0.31 0.95 0.10 0.084
C 4.745642 -8.017385 4.943887 0.72 0.98 -1.03 -0.044
C 3.852793 -6.813750 4.842234 -1.47 -0.84 1.56 -0.545
C 4.616151 -5.775282 4.154623 3.60 0.32 -2.14 -0.198
C 3.849286 -4.549023 3.837983 -0.79 1.54 0.86 -0.195
C 2.680287 -4.947165 2.963470 -1.06 0.69 0.94 -0.121
C 1.695406 -5.977828 3.640243 0.86 -0.01 0.31 -0.453
N 2.611849 -7.124508 4.003721 0.22 0.35 0.83 -0.036
O 1.818027 -8.019152 4.796542 0.62 0.72 0.93 -0.040
C 0.842002 -5.416176 4.841091 0.10 0.55 -1.00 -0.012
C 0.759161 -6.512297 2.567651 0.02 1.30 -0.01 -0.049
C 3.532445 -6.480969 6.324665 -1.01 0.16 -0.27 -0.023
H 5.125454 -8.215214 3.940640 -0.21 -0.83 0.06 0.088
H 4.240662 -8.788646 5.458619 -0.23 -1.22 0.21 0.072
H 5.608814 -7.663156 5.505105 0.09 -0.34 0.26 0.088
H 5.613408 -5.546794 4.639457 -1.25 -0.19 0.18 0.148
H 5.028854 -6.286852 3.201905 -0.86 0.90 0.82 0.140
H 4.384867 -3.691918 3.393421 0.22 -0.68 -0.06 0.098
H 3.533631 -4.101231 4.805162 -0.20 -0.21 -0.41 0.120
H 3.150238 -5.396624 2.129744 0.23 -1.07 -1.14 0.082
H 2.206937 -4.064673 2.513227 -0.46 -0.19 0.55 0.106
H 1.368593 -4.570828 5.281417 -0.29 0.38 -0.12 0.061
H -0.200111 -5.129689 4.515434 1.20 -0.10 0.22 0.092
H 0.741046 -6.114115 5.652042 -0.07 -0.62 0.04 0.061
H 0.101591 -7.305166 2.876986 -0.47 -0.11 0.48 0.077
H 0.181555 -5.614411 2.252432 0.06 -0.84 -0.21 0.088
H 1.353146 -6.917036 1.770042 0.25 0.01 -0.69 0.075
H 2.989048 -7.349024 6.760737 0.25 0.76 -0.20 0.093
H 2.902504 -5.579751 6.364751 0.21 -0.37 0.38 0.062
H 4.436449 -6.314872 6.920002 -0.05 0.02 -0.30 0.089
H 1.490620 -8.651545 4.187663 -0.30 -0.99 -1.00 0.080
C 1.477191 0.671852 -7.669538 -0.43 0.50 0.90 -0.018
C 0.247948 1.721358 -7.593449 2.76 -0.30 -1.34 -0.484
C -0.565292 1.487907 -6.313573 -0.29 0.23 0.24 -0.119
C 0.089857 2.049258 -5.045388 -0.28 -0.48 -0.58 -0.174
C 0.482973 3.463693 -5.293787 2.19 -0.03 -0.27 -0.136
C 1.432712 3.727079 -6.486437 -1.32 0.34 -0.88 -0.515
N 0.755389 3.133355 -7.692310 0.37 0.59 0.72 -0.064
O 1.671350 3.362985 -8.803128 -0.71 -0.82 0.68 -0.052
C 1.449581 5.233875 -6.759885 1.53 0.80 1.31 -0.032
C 2.801806 3.140990 -6.253233 1.23 0.42 0.54 -0.029
C -0.554001 1.510658 -8.846410 -1.13 1.59 -0.39 -0.057
H 2.166682 0.728050 -8.528295 -0.80 0.32 -0.04 0.085
H 1.096704 -0.351156 -7.594804 -0.01 0.10 -0.06 0.078
H 2.127350 0.860201 -6.811887 -0.29 -0.67 -0.15 0.035
H -1.580307 1.925826 -6.300356 0.42 0.27 -0.76 0.127
H -0.794569 0.423119 -6.268703 0.35 -0.20 0.19 0.115
H 0.957230 1.507004 -4.722198 0.36 -0.71 0.27 0.096
H -0.658135 2.050951 -4.257002 0.09 -0.25 0.32 0.111
H 0.973468 3.883692 -4.419908 -0.19 0.26 0.24 0.111
H -0.368665 3.988355 -5.558733 -1.88 1.39 -0.12 0.098
H 1.970781 5.758923 -5.876071 -0.51 -0.69 -1.30 0.108
H 1.993895 5.464788 -7.700873 -0.44 -0.04 0.71 0.088
H 0.450259 5.652679 -6.777146 -0.22 -0.11 -0.31 0.076
H 2.587089 2.133224 -5.988787 0.65 -0.62 0.39 0.036
H 3.534558 3.151515 -7.094582 -0.59 -0.01 0.39 0.101
H 3.377477 3.588911 -5.418775 -0.62 0.03 -0.28 0.090
H -0.868025 0.487984 -8.872668 -0.63 -0.60 -0.14 0.070
H 0.024318 1.710120 -9.769926 -0.18 -0.01 0.67 0.088
H -1.422529 2.254546 -8.805901 0.89 -1.24 -0.29 0.113
H 2.548290 3.236624 -8.395047 -0.33 -0.13 -0.54 0.054
C -3.440855 -3.534158 1.443973 -0.14 -0.44 0.82 -0.031
C -4.285361 -4.845864 1.350435 0.41 1.05 -0.61 -0.482
C -5.522322 -4.513984 2.153622 0.90 -0.62 1.17 -0.176
C -6.586190 -5.555085 2.044454 -0.07 -1.27 -1.77 -0.155
C -6.922581 -5.862927 0.517136 0.18 2.21 0.98 -0.102
C -5.684122 -6.018027 -0.384058 0.90 0.09 -0.14 -0.510
N -4.699274 -4.948212 -0.073591 0.09 0.19 0.69 -0.042
O -3.454554 -5.108194 -0.797434 -0.90 0.92 -0.71 -0.096
C -5.056446 -7.397734 -0.182195 0.45 -0.87 -1.12 -0.049
C -6.107602 -5.956510 -1.894020 -0.88 -0.59 0.69 -0.021
C -3.488496 -6.054107 1.956956 -1.40 0.38 0.15 -0.015
H -3.902794 -2.611489 1.023932 -0.27 -0.76 0.56 0.088
H -2.512515 -3.595930 0.934983 1.05 -0.39 -0.50 0.043
H -3.196862 -3.471560 2.523818 -0.17 0.64 -0.48 0.092
H -5.175399 -4.428635 3.209602 -0.35 0.04 -0.48 0.138
H -5.825407 -3.529972 1.848357 -0.59 0.45 -0.20 0.095
H -7.467896 -5.201784 2.554213 -0.49 -0.27 0.19 0.102
H -6.247255 -6.523210 2.457964 -0.21 0.55 0.26 0.105
H -7.521140 -4.977727 0.171613 0.32 -0.85 0.00 0.115
H -7.507037 -6.768724 0.460602 -0.33 -0.16 -0.18 0.109
H -4.683630 -7.766694 0.767149 -0.24 0.69 0.30 0.062
H -5.753982 -8.171460 -0.499052 -0.12 -0.03 -0.28 0.081
H -4.199771 -7.418784 -0.871569 -0.13 -0.32 0.16 0.091
H -5.264838 -6.015744 -2.619295 -0.52 -0.34 0.73 0.085
H -6.785532 -6.866275 -1.892133 0.74 0.98 -0.96 0.096
H -6.725243 -5.075939 -2.191472 0.46 -0.46 0.61 0.076
H -2.833019 -6.500646 1.235584 -0.10 -0.60 -0.61 0.070
H -4.165167 -6.787166 2.500968 1.06 0.81 -0.82 0.095
H -2.792997 -5.641764 2.645742 0.43 0.41 1.11 0.051
H -3.330714 -4.204058 -1.210162 -0.31 -0.93 0.29 0.087
C 2.241905 0.711753 1.266869 0.42 -2.02 1.83 -0.002
C 1.229859 -0.476866 1.215877 -0.11 0.69 -0.72 -0.431
C 0.479746 -0.706215 2.571960 0.11 -0.08 -2.33 -0.099
C -0.593944 0.354207 2.810934 -1.32 -1.76 -0.40 -0.157
C -1.671903 0.267479 1.686208 -0.06 -0.62 0.03 -0.122
C -0.985005 0.555265 0.338104 -1.03 1.89 -1.03 -0.446
N 0.185270 -0.336979 0.116826 -0.28 0.29 0.49 -0.095
O 0.811293 -0.024393 -1.124845 0.28 1.30 0.22 -0.062
C -2.052422 0.355121 -0.828682 -0.05 0.48 1.26 -0.015
C -0.716649 2.160647 0.331639 -0.18 -1.85 -1.32 -0.011
C 2.011089 -1.730068 0.829757 -0.87 -0.61 0.91 -0.035
H 1.812680 1.633710 1.517881 -0.86 1.49 -0.20 0.029
H 2.929467 0.788592 0.426197 -0.15 -0.05 0.02 0.084
H 2.817114 0.497126 2.208555 0.15 0.00 -1.01 0.091
H 0.086812 -1.731846 2.445563 -0.54 0.52 0.29 0.120
H 1.248017 -0.828465 3.300786 0.52 0.36 0.95 0.106
H -0.243639 1.346820 2.893206 0.76 1.14 -0.08 0.066
H -1.078892 0.153203 3.746051 -0.34 -0.17 0.70 0.100
H -2.553069 0.971217 1.833335 1.29 -0.63 -0.13 0.135
H -2.134365 -0.755577 1.644448 0.53 0.63 0.21 0.117
H -2.242670 -0.713395 -0.992738 -0.30 0.36 0.27 0.058
H -2.966041 0.914385 -0.444825 0.77 -0.96 -0.63 0.085
H -1.808885 0.793833 -1.809191 0.36 -0.03 0.49 0.075
H -0.474418 2.389138 -0.720705 0.42 0.14 0.50 0.058
H -1.719468 2.629718 0.443056 0.95 -0.05 0.69 0.091
H 0.112773 2.421232 1.009742 -0.87 0.42 -0.26 0.057
H 2.158674 -1.725208 -0.225334 0.32 -0.06 -0.83 0.061
H 1.432282 -2.628463 1.112031 0.08 0.34 -0.33 0.070
H 2.958657 -1.842537 1.326422 0.49 0.32 0.29 0.069
H 1.142374 0.936190 -1.114330 -0.58 -1.30 0.16 0.081
C -8.522763 -1.609100 0.306941 1.81 0.68 1.33 -0.019
C -7.381383 -0.895984 -0.471825 -0.83 1.04 0.56 -0.485
C -6.781674 -1.892554 -1.457876 -0.95 0.57 -1.83 -0.113
C -5.861083 -1.211953 -2.540364 0.22 -1.88 0.60 -0.180
C -6.641595 -0.123284 -3.142661 -0.41 1.61 -1.23 -0.164
C -7.255547 0.926170 -2.199000 -1.66 1.53 -1.09 -0.508
N -8.045502 0.242798 -1.230155 0.08 -2.66 0.10 -0.134
O -8.891454 1.072001 -0.482958 0.98 -0.07 0.60 -0.012
C -6.286436 2.020987 -1.669890 -0.31 -1.74 1.51 -0.010
C -8.325774 1.713644 -3.052240 0.53 -0.30 -0.50 -0.041
C -6.294553 -0.384006 0.457463 0.79 0.55 0.20 -0.028
H -9.310821 -1.820378 -0.382276 -0.68 -0.20 -0.13 0.079
H -8.837880 -1.036872 1.214775 -0.11 -0.15 -1.04 0.095
H -8.066507 -2.507419 0.742110 -0.31 -0.23 -0.33 0.066
H -6.381946 -2.775277 -1.000843 0.82 -0.15 0.74 0.087
H -7.684146 -2.317374 -1.959871 0.57 0.35 -0.29 0.128
H -5.643358 -1.949844 -3.372555 -0.02 0.58 1.09 0.127
H -4.897901 -0.832263 -2.168758 -0.22 -0.42 0.29 0.092
H -7.470026 -0.619804 -3.666961 -0.04 0.49 -0.04 0.127
H -6.041653 0.443589 -3.899759 -0.42 -0.44 0.41 0.139
H -5.363512 1.546571 -1.314123 0.08 0.44 -0.33 0.056
H -6.163514 2.642354 -2.504210 0.79 1.24 -0.85 0.055
H -6.692020 2.600145 -0.803975 0.08 -0.37 -0.80 0.094
H -7.864173 2.237106 -3.913543 -0.28 -0.34 0.39 0.091
H -9.181904 1.114438 -3.357428 0.47 -0.74 -0.47 0.084
H -8.874539 2.401776 -2.457352 0.19 1.15 0.76 0.056
H -5.333285 -0.094340 -0.066575 -1.16 -0.35 0.64 0.081
H -6.070737 -1.113269 1.218225 0.37 -0.70 0.10 0.063
H -6.647258 0.439415 1.082104 -0.02 0.44 -0.28 0.081
H -8.297825 1.606873 0.079580 -0.33 0.00 0.01 0.089
C 4.415393 4.771349 5.411232 0.86 1.83 0.22 -0.046
C 4.442635 4.751060 3.925178 -0.84 0.88 -1.87 -0.516
C 4.227475 6.072356 3.211133 1.10 2.04 4.03 -0.039
O 5.605057 4.204711 3.324028 0.97 -0.43 0.11 -0.054
H 3.613388 5.447389 5.778693 0.24 -0.78 -0.17 0.095
H 5.353756 5.248795 5.707309 0.06 -0.12 0.45 0.087
H 4.365519 3.783734 5.804689 -0.20 -0.66 0.49 0.067
H 3.567234 4.199123 3.614112 -0.03 -0.89 -0.29 0.111
H 3.442432 6.584087 3.783909 -0.09 0.22 -0.57 0.069
H 3.979280 5.949780 2.233752 -0.82 -0.43 -2.85 0.032
H 5.122917 6.781917 3.262036 -0.83 -0.97 0.07 0.116
H 6.170388 4.966264 3.068188 -0.46 -0.91 0.25 0.104
C 4.804348 -2.632353 -4.401806 0.86 -0.64 0.32 -0.051
C 3.975448 -1.687789 -3.524169 -0.50 0.29 -0.34 -0.483
C 2.466543 -1.773327 -3.765478 -0.14 -0.42 0.54 -0.042
O 4.287699 -2.015386 -2.171896 -0.20 0.44 -0.10 -0.079
H 5.894297 -2.555860 -4.130410 -1.01 0.16 -0.35 0.092
H 4.686858 -2.480876 -5.473748 -0.03 0.19 -0.01 0.072
H 4.561399 -3.717069 -4.209873 -0.13 1.04 -0.02 0.097
H 4.169945 -0.619831 -3.684185 0.80 -0.25 0.07 0.130
H 2.143210 -2.829766 -3.592735 -0.08 0.86 0.13 0.078
H 2.304279 -1.602521 -4.821961 -0.28 0.26 -0.30 0.068
H 1.891290 -1.012288 -3.143398 0.67 -1.21 -0.68 0.091
H 3.952175 -2.913200 -2.141131 0.17 -0.54 0.92 0.054
C 5.779864 2.037134 -1.621349 -0.49 0.89 0.54 -0.183
C 5.689778 2.986820 -2.816816 -1.64 -1.18 1.11 -0.191
O 4.347373 3.429324 -3.050887 0.21 -0.14 -0.08 -0.090
O 5.509256 2.770597 -0.393410 0.74 -1.16 -0.32 -0.100
H 6.779858 1.627042 -1.595836 0.44 -0.16 0.09 0.117
H 5.073287 1.208284 -1.688577 -0.13 -0.07 -0.27 0.112
H 6.020963 2.440726 -3.678526 0.29 0.02 -0.63 0.117
H 6.256791 3.842190 -2.587400 1.25 0.99 -0.02 0.112
H 4.212111 4.175832 -2.447447 -0.13 -0.09 0.16 0.061
H 5.720821 2.155587 0.350857 -0.41 0.53 -0.19 0.070
C 0.545552 -3.936202 -1.301673 -0.87 0.39 -1.38 -0.205
C 0.080494 -5.359381 -1.195192 -2.68 1.04 1.05 -0.201
O -1.097158 -5.674190 -1.987557 0.47 0.35 -0.03 -0.075
O -0.458856 -3.124866 -0.644899 0.48 -0.79 -0.57 -0.087
H 0.606745 -3.758488 -2.416116 -0.21 0.42 1.02 0.120
H 1.577482 -3.856292 -0.921780 -0.44 0.27 0.35 0.103
H -0.057359 -5.575665 -0.127650 -0.25 -0.23 -0.20 0.111
H 0.825238 -5.955261 -1.572868 1.83 -1.68 -0.90 0.090
H -1.980004 -5.529008 -1.576292 1.10 -0.17 0.44 0.048
H -0.251622 -2.183546 -0.520281 0.67 0.36 0.13 0.052
C -0.088786 4.120176 5.108605 1.24 -0.77 -0.10 -0.202
C 0.705883 2.895038 5.555212 -0.29 -0.53 -0.75 -0.213
O 1.828388 2.835935 4.694627 1.07 -1.74 -0.73 -0.097
O -0.252337 4.067920 3.700836 -1.48 0.22 0.20 -0.072
H 0.382226 5.044185 5.405373 0.67 0.29 0.02 0.094
H -1.010488 4.150637 5.631777 -1.33 -0.21 -0.06 0.118
H 0.158950 1.949897 5.481325 -0.50 0.28 -0.37 0.116
H 1.011074 2.898046 6.577406 0.36 0.62 0.95 0.107
H 2.010344 1.891196 4.413374 -0.36 1.73 0.58 0.123
H 0.595076 4.028618 3.261592 0.54 -0.02 0.18 0.080
C 2.365935 4.547827 -0.358680 0.55 -0.15 1.59 -0.242
C 1.743274 3.965823 -1.570665 0.67 -0.98 -0.34 -0.208
O 1.967798 2.540002 -1.599114 0.16 -0.22 -0.51 -0.098
O 3.749838 4.755692 -0.441498 0.48 0.83 -0.84 -0.068
H 2.213426 3.897440 0.526830 -0.57 0.26 -0.39 0.127
H 2.000844 5.535471 -0.158755 -0.88 0.52 0.14 0.105
H 2.102346 4.510737 -2.449324 0.09 -0.39 -0.16 0.119
H 0.684637 4.071685 -1.549495 -0.95 0.25 0.14 0.097
H 2.724769 2.249424 -2.144120 -0.21 0.93 0.17 0.087
H 4.239486 3.993014 -0.138199 0.45 -0.74 -0.04 0.036
C 6.171714 -0.324559 3.717410 -0.63 -0.64 0.42 -0.232
C 6.605622 0.479741 2.493874 -1.30 -0.55 0.68 -0.195
O 5.526120 1.319830 2.049977 0.78 0.12 0.12 -0.082
O 4.987297 -1.073807 3.439899 -0.36 -0.59 -1.94 -0.125
H 5.975743 0.210639 4.661328 -0.12 0.44 -0.61 0.122
H 6.888899 -1.070430 4.025816 1.05 -0.04 -0.23 0.105
H 6.722717 -0.280377 1.742579 0.24 -0.05 -0.68 0.093
H 7.527915 1.016490 2.625178 0.42 0.36 0.19 0.119
H 5.498881 2.071175 2.661436 -0.11 0.24 -0.13 0.071
H 5.027567 -1.461267 2.490306 0.13 1.04 1.97 0.081
C -2.625452 -2.155262 -3.442426 -0.85 -0.71 -0.47 -0.212
C -2.782350 -3.291324 -4.452738 0.82 0.58 -0.78 -0.235
O -1.611988 -4.113838 -4.625571 -0.99 -0.19 1.53 -0.081
O -2.786786 -2.657226 -2.103989 0.61 0.56 -0.64 -0.110
H -3.462430 -1.498430 -3.652828 -0.14 0.35 0.15 0.082
H -1.703121 -1.555675 -3.593066 -0.27 -0.61 0.26 0.137
H -3.038703 -2.810016 -5.405326 0.55 -0.13 -0.18 0.116
H -3.676134 -3.879847 -4.259573 -0.06 -0.25 0.59 0.112
H -1.572792 -4.658927 -3.788080 0.33 0.51 -1.09 0.070
H -1.874827 -2.675981 -1.785412 0.19 -0.51 0.83 0.035
C 6.194772 -3.067080 0.246843 2.36 0.45 -0.87 -0.232
C 5.522838 -4.400511 0.405308 -2.14 1.01 1.16 -0.221
O 4.491599 -4.465604 -0.575967 -1.24 -1.09 -0.29 -0.093
O 5.439858 -1.913246 0.573305 -0.65 -0.18 0.08 -0.102
H 6.517288 -2.949751 -0.823257 -0.02 -0.25 0.86 0.131
H 7.126314 -3.038495 0.909671 -1.16 -0.09 -0.85 0.146
H 5.035760 -4.360811 1.409594 0.45 -0.38 -0.44 0.102
H 6.140810 -5.268166 0.318628 0.91 -0.29 0.05 0.117
H 3.879253 -5.228663 -0.399634 1.04 1.11 -0.09 0.112
H 4.877569 -1.653698 -0.187139 0.31 -0.40 0.27 0.076
```
Forces are in eV/Å.